1.
16
Properties=species:S:1:pos:R:3:forces:R:3:lowdin_charge:R:1 method="wB97M-V/def2-TZVPD" homo_energy_ev=-4.07 e_above_lowest_kj_mol=35.8 homo_lumo_gap_ev=8.3 charge=-1
N -1.4394 1.6696 -0.9040 0.1 0.6 -0.2 -0.01
C -0.6350 1.5726 0.3181 1.1 -0.5 0.9 -0.48
O 0.2718 0.5205 0.3470 -0.3 0.2 -0.1 -0.36
H -0.9342 2.2711 -1.5454 0.0 -0.1 -0.1 0.04
H -1.4475 0.7599 -1.3620 0.0 0.1 0.2 0.03
H -0.0352 2.4834 0.4982 -0.5 0.5 -0.5 0.08
H -1.3216 1.5544 1.1853 -0.2 -0.4 -0.1 0.08
H -0.9047 -1.6962 1.0755 0.1 0.5 -0.3 0.03
H 0.0920 -0.5985 1.6237 -0.9 -0.2 -0.9 0.01
O -0.3669 -1.4638 1.8335 0.4 -0.5 1.1 -0.13
H 0.1470 -0.3317 -0.9459 0.4 0.1 0.1 -0.04
H 0.8358 -0.8585 -2.3071 0.0 0.1 0.3 0.01
O 0.0156 -0.8564 -1.8068 -0.4 -0.3 -0.4 -0.15
H 2.2987 -1.0512 0.4532 0.1 0.0 -0.1 0.01
H 1.2441 -1.9804 0.9146 0.3 -0.3 0.1 -0.01
O 2.1794 -1.9949 0.6221 -0.2 0.3 0.1 -0.11



2.
40
Properties=species:S:1:pos:R:3:forces:R:3:mulliken_spin:R:1 method="wB97M-V/def2-TZVPD" multiplicity=2 homo_energy_ev="-4.92 / -5.23" e_above_lowest_kj_mol=126.1 homo_lumo_gap_ev="7.7 / 8.1" charge=-1
Ru 0.0759 0.2180 0.0263 -0.7 0.2 -0.1 0.89
O -1.0082 -0.7658 3.8746 0.1 0.0 0.0 0.00
C -0.6048 -0.6408 2.7280 -0.2 0.1 -0.2 0.01
O -0.6277 0.4179 1.9999 0.4 -0.2 0.5 0.04
C -0.0084 -1.8373 2.0075 -0.1 0.1 0.0 0.00
C 0.5318 -2.9092 2.6905 -0.2 -0.1 0.0 0.00
C 1.1502 -3.9159 1.9691 0.0 0.0 0.0 0.00
C 1.1855 -3.8270 0.5878 -0.1 0.0 0.0 0.00
C 0.6259 -2.7219 -0.0239 -0.4 0.0 -0.3 0.00
N 0.0355 -1.7428 0.6705 0.6 -0.1 0.2 -0.02
H 0.4530 -2.9165 3.7684 0.0 0.0 0.0 0.00
H 1.6103 -4.7540 2.4778 0.0 0.0 0.0 0.00
H 1.6654 -4.5822 -0.0180 0.0 0.0 0.0 0.00
H 0.6344 -2.5889 -1.0960 0.1 0.1 0.0 0.00
N 1.8124 1.4940 1.2959 0.1 0.0 0.5 0.09
C 2.9750 1.4821 0.4267 -0.2 0.0 0.1 0.00
C 3.0859 0.1011 -0.2061 -0.2 -0.2 -0.1 0.00
O 4.1647 -0.3571 -0.5484 0.1 0.1 0.0 0.01
O 1.9561 -0.5174 -0.3422 0.6 0.2 0.2 -0.01
H 1.4144 2.4061 1.4574 0.0 0.0 0.0 -0.01
H 1.9530 1.0234 2.1799 0.1 0.0 0.0 -0.01
H 3.9172 1.7394 0.9137 0.1 0.0 0.0 0.00
H 2.7975 2.1879 -0.3879 0.0 0.0 0.0 0.00
O -1.8693 1.0772 -0.2126 0.1 0.3 0.4 -0.01
C -1.4021 2.2499 -0.1778 0.2 -0.1 -0.2 -0.01
O -0.1469 2.4229 -0.1633 -0.4 -0.2 -0.5 0.00
C -2.3263 3.4208 -0.1364 0.0 -0.1 0.0 0.00
C -1.8870 4.6369 0.3703 0.0 0.0 0.0 0.00
C -2.7621 5.7096 0.4559 0.0 0.0 0.0 0.00
C -4.0737 5.5714 0.0215 0.0 0.0 0.0 0.00
C -4.5104 4.3576 -0.4938 0.0 0.0 0.0 0.00
C -3.6407 3.2802 -0.5644 0.0 0.0 0.0 0.00
H -0.8598 4.7253 0.6982 0.0 0.0 0.0 0.00
H -2.4234 6.6522 0.8674 0.0 0.0 0.0 0.00
H -4.7560 6.4103 0.0838 0.0 0.0 0.0 0.00
H -5.5344 4.2478 -0.8282 0.0 0.0 0.0 0.00
H -3.9641 2.3199 -0.9441 0.0 0.0 0.0 0.00
O -0.3479 0.8222 -4.0039 -0.1 0.0 0.0 0.01
C -0.2819 0.3152 -2.9304 0.1 -0.1 0.0 0.03
N -0.2002 -0.2654 -1.8907 0.1 0.1 -0.6 -0.01